Entry from OMol25: a cluster of 2 separate species, C17H19N in total in a non-equilibrium geometry (the ωB97M-V functional and the def2-TZVPD basis).

Properties
HOMO level: -7.77 eV
Largest force on an atom: 3.53 eV/A
E_tot: -713.88510 a.u.
2S+1: 1
Relative energy (zero: lowest compared OMol25 entry of this formula, charge and spin): 202.61 kJ/mol
Frontier orbital gap: 8.6 eV
SMILES string: CCc1c[nH]c2ccccc12.Cc1ccccc1
LUMO: 0.88 eV

Element x y z (Å)
N -2.21 -0.41 -1.00
C -2.51 0.65 1.28
C -1.00 -0.39 2.89
C -0.97 -1.15 0.70
C 2.95 0.89 -0.22
C 1.93 1.32 0.59
C -2.01 -0.30 0.37
C -0.39 -1.69 -0.51
C 0.75 1.92 0.06
C 0.75 2.11 -1.32
C 1.77 1.71 -2.19
C 2.89 1.13 -1.60
C -2.00 0.57 2.55
C 0.60 -3.67 -1.78
C -0.12 2.59 1.07
C -0.41 -1.25 2.02
C -1.16 -1.16 -1.53
C 0.81 -2.51 -0.80
H -0.16 2.52 -1.76
H -0.97 -0.56 3.97
H -0.07 1.95 1.94
H 1.45 -4.33 -1.79
H -2.31 1.25 3.33
H 0.50 -1.84 2.11
H -2.67 0.36 -1.45
H 3.87 0.48 0.18
H 0.27 -3.33 -2.79
H 0.36 3.48 1.47
H -0.44 -4.03 -1.62
H 1.56 -1.79 -1.13
H -3.35 1.33 1.29
H 1.72 1.75 -3.26
H 1.15 -3.15 0.03
H -1.09 2.84 0.67
H 3.71 0.74 -2.17
H -1.19 -1.43 -2.57
H 2.02 1.45 1.66

Entry from OMol25: a cluster of 2 separate species, C17H19N in total in a non-equilibrium geometry (the ωB97M-V functional and the def2-TZVPD basis).

Properties
HOMO level: -7.78 eV
Largest force on an atom: 3.87 eV/A
E_tot: -713.91361 a.u.
2S+1: 1
Relative energy (zero: lowest compared OMol25 entry of this formula, charge and spin): 127.76 kJ/mol
Frontier orbital gap: 8.7 eV
SMILES string: Cc1c[nH]c2ccccc12.CCc1ccccc1
LUMO: 0.88 eV

Element x y z (Å)
N 3.35 -1.30 -3.63
C -4.18 1.52 2.09
C 1.66 -2.35 -2.60
C -2.73 1.71 1.78
C 1.41 -0.93 -2.55
C 1.77 1.83 -2.55
C 0.19 -0.01 4.25
C -1.90 -0.21 3.12
C 0.62 1.27 -1.94
C -1.58 0.99 2.47
C 2.52 -0.29 -3.18
C -0.31 1.57 2.47
C 0.66 -3.39 -2.17
C -0.95 -0.73 4.01
C 2.84 -2.51 -3.26
C 2.62 1.09 -3.33
C 0.42 -0.10 -1.97
C 0.51 1.10 3.47
H 0.37 -3.34 -1.11
H 3.34 -3.40 -3.61
H -0.56 -0.44 -1.70
H 1.49 1.55 3.65
H -4.82 2.04 1.37
H -0.24 -3.24 -2.75
H -4.38 1.81 3.11
H 1.89 2.90 -2.68
H -1.13 -1.64 4.60
H 0.90 -0.27 5.03
H -2.51 2.80 1.85
H 1.13 -4.36 -2.28
H -0.03 2.36 1.80
H -2.62 1.68 0.65
H 3.45 1.65 -3.70
H -2.86 -0.60 2.85
H -0.10 1.87 -1.42
H 4.16 -1.03 -4.15
H -4.40 0.44 2.03

Entry from OMol25: a cluster of 2 separate species, C17H19N in total in a non-equilibrium geometry (the ωB97M-V functional and the def2-TZVPD basis).

Properties
HOMO level (alpha / beta): -11.54 / -11.54 eV
Largest force on an atom: 6.79 eV/A
E_tot: -713.55748 a.u.
2S+1: 2
Total charge: +1
Relative energy (zero: lowest compared OMol25 entry of this formula, charge and spin): 328.75 kJ/mol
Frontier orbital gap (alpha / beta): 7.9 / 4.7 eV
<S²>: 0.780
LUMO (alpha / beta): -3.68 / -6.84 eV

Element x y z (Å)
N -3.70 -0.82 -3.08
C -0.01 -0.13 2.97
C 1.03 -1.48 1.29
C -0.09 1.28 -2.28
C -1.83 -2.60 -0.25
C 2.04 -0.50 1.04
C 3.06 1.63 1.57
C -2.24 1.35 -3.34
C -2.56 0.09 -2.96
C -2.08 -1.78 -1.46
C -1.61 -0.52 -1.90
C 3.79 1.94 2.87
C -3.27 -1.86 -2.19
C -0.96 1.93 -3.10
C -0.38 0.08 -1.64
C 0.98 0.90 2.76
C 0.02 -1.34 2.25
C 1.93 0.72 1.71
H -4.29 -0.89 -3.88
H -0.84 -2.47 0.10
H 2.78 -0.69 0.27
H -1.99 -3.67 -0.33
H -3.89 -2.75 -2.15
H -2.63 -2.21 0.43
H 4.60 1.09 2.83
H 1.04 -2.35 0.76
H -0.65 2.93 -3.56
H 0.87 1.70 -2.21
H 4.48 2.91 2.79
H -2.81 2.07 -3.84
H 3.15 1.86 3.65
H 3.66 1.29 0.84
H 0.19 -0.20 -0.84
H 1.09 1.78 3.40
H -0.90 0.19 3.64
H 2.64 2.54 1.21
H -0.60 -2.05 2.63

Entry from OMol25: a structure of composition C17H19N2O5S2V in a non-equilibrium geometry (the ωB97M-V functional and the def2-TZVPD basis).

Properties
HOMO level (alpha / beta): -3.41 / -3.92 eV
Largest force on an atom: 2.42 eV/A
E_tot: -2885.42332 a.u.
2S+1: 4
Total charge: -1
Relative energy (zero: lowest compared OMol25 entry of this formula, charge and spin): 14.72 kJ/mol
Frontier orbital gap (alpha / beta): 5.8 / 6.3 eV
<S²>: 3.760
LUMO (alpha / beta): 2.37 / 2.36 eV

Element x y z (Å)
V -3.43 -10.49 9.86
S -7.00 -12.10 10.57
S -5.00 -10.07 11.85
O -1.84 -9.05 10.71
O 0.28 -11.48 11.89
O -1.82 -11.63 10.94
O -0.67 -8.45 7.42
O -1.79 -10.11 8.28
N -3.95 -11.94 8.40
N -4.39 -9.32 7.95
C -5.72 -8.39 5.70
C -5.16 -11.69 12.44
C -5.82 -10.76 4.83
C -0.84 -11.07 11.51
C -4.88 -12.52 6.21
C -4.66 -8.05 7.78
C -5.98 -12.59 11.90
C -4.54 -11.62 7.23
C -0.95 -8.41 9.81
C -1.16 -9.09 8.49
C -5.58 -12.09 5.11
C -4.72 -10.20 6.95
C -4.32 -11.86 13.69
C -5.40 -9.77 5.78
C -5.90 -14.07 12.14
C -5.33 -7.54 6.67
C -1.12 -9.59 11.84
H -4.35 -12.88 14.12
H -5.52 -14.28 13.15
H -6.86 -10.79 10.81
H -4.79 -13.63 6.42
H -5.52 -6.51 6.51
H -1.84 -9.46 12.69
H -6.40 -10.43 3.98
H -6.10 -8.00 4.76
H -3.30 -11.54 13.48
H -6.85 -14.60 12.02
H -1.24 -7.37 9.65
H -3.79 -12.94 8.44
H -0.26 -8.96 12.02
H -5.99 -12.79 4.35
H -5.16 -14.58 11.49
H -4.42 -7.45 8.62
H 0.07 -8.49 10.20
H -1.01 -8.90 6.64
H -4.69 -11.17 14.44